1.
{
  "formula": "C5H17N2O2",
  "method": "ωB97M-V/def2-TZVPD",
  "species": ["N", "H", "H", "H", "C", "H", "O", "H", "C", "H", "N", "H", "H", "H", "C", "H", "H", "H", "C", "H", "C", "H", "H", "H", "H", "O"],
  "coordinates": [[-1.58147, -3.23801, 1.74415], [-1.63425, -3.67589, 0.82089], [-0.39125, 1.61957, -1.34845], [1.03162, 3.42886, -0.24165], [-0.66862, 0.69648, 0.57763], [2.14809, 1.97741, 1.60608], [0.24875, 1.61936, 1.09697], [1.84398, 0.29589, 1.11215], [1.63370, 1.34831, 0.88053], [-1.77726, -1.52843, -2.13824], [1.56957, 2.97906, -0.97091], [3.18359, 1.67522, -0.53589], [-1.98712, -2.29903, 1.69104], [-0.59981, -3.15677, 2.02222], [2.09148, 1.68475, -0.53066], [-0.22713, -2.38040, -1.89804], [-0.36992, -0.32522, 0.88829], [-1.61674, 0.94156, 1.06012], [-0.86305, -1.57512, -1.53569], [-1.88470, 0.66952, -1.22818], [-0.82474, 0.70322, -0.95071], [1.76766, 0.90172, -1.21736], [-1.15899, -1.79527, -0.49258], [2.29930, 3.61367, -1.26009], [-2.08871, -3.80176, 2.43059], [-0.14400, -0.37872, -1.58220]],
  "forces_ev_per_a": [[0.03, 0.03, 0.04], [0.00, 0.01, 0.00], [-0.04, 0.05, -0.01], [0.01, 0.00, 0.01], [0.10, -0.04, -0.10], [0.02, 0.00, 0.01], [0.05, 0.01, 0.10], [0.03, -0.01, 0.00], [-0.15, 0.03, -0.07], [0.00, -0.01, 0.01], [-0.02, 0.03, 0.01], [0.03, -0.03, 0.03], [0.00, 0.00, 0.00], [0.00, 0.00, -0.01], [0.02, 0.08, 0.02], [0.03, 0.03, -0.05], [-0.03, -0.01, 0.01], [-0.02, 0.01, -0.04], [-0.04, 0.15, 0.05], [0.00, 0.02, 0.01], [-0.08, -0.07, -0.01], [0.05, -0.02, -0.02], [-0.06, -0.13, -0.04], [0.01, -0.03, -0.02], [-0.01, 0.00, 0.00], [0.06, -0.08, 0.08]],
  "lowdin_charge": [0.327, 0.153, 0.116, 0.068, -0.200, 0.127, -0.148, 0.120, -0.192, 0.101, 0.012, 0.119, 0.147, 0.164, -0.252, 0.099, 0.098, 0.126, -0.119, 0.126, -0.170, 0.088, 0.039, 0.071, 0.164, -0.188],
  "lumo_ev": -4.507,
  "de_lowest_kcal_mol": 71.1,
  "charge": 1,
  "homo_lumo_gap_ev": 6.86,
  "molar_mass_g_mol": 137.2
}


2.
{
  "formula": "C25H46F5N2O10S3",
  "method": "ωB97M-V/def2-TZVPD",
  "species": ["C", "H", "C", "C", "O", "C", "H", "C", "H", "H", "O", "H", "C", "C", "H", "C", "C", "H", "S", "H", "H", "H", "H", "H", "C", "H", "C", "C", "F", "H", "O", "H", "O", "C", "F", "C", "H", "H", "H", "H", "H", "N", "H", "H", "H", "H", "C", "H", "O", "H", "O", "H", "C", "H", "F", "H", "C", "H", "F", "C", "H", "H", "S", "N", "H", "C", "H", "C", "O", "H", "H", "H", "H", "C", "H", "H", "H", "C", "O", "O", "F", "C", "H", "O", "H", "C", "H", "C", "H", "H", "S"],
  "coordinates": [[-0.02622, -3.62557, 3.01124], [-1.11157, -5.66674, 3.30582], [-3.02087, -0.55055, -3.91951], [2.98827, -1.22364, -2.45800], [-0.03764, 6.19415, 0.90362], [2.74239, 2.23090, 1.37232], [0.43588, -3.80239, 4.08519], [-2.92079, -0.09054, 3.51725], [0.24664, 4.23680, 1.64856], [0.39642, -5.70586, 2.17628], [-4.24025, 8.27019, 0.60713], [-1.90863, 0.48760, 3.32872], [0.16582, 3.16898, 1.16470], [-3.47447, 2.47978, 0.21004], [0.41946, -5.69338, -0.16421], [-0.56444, -5.04151, -0.33477], [1.78577, -0.51127, -3.31464], [-0.00604, 2.30991, 1.95283], [-1.65470, -1.70318, -4.50007], [1.33496, 1.99711, -0.40810], [1.79241, -0.96647, -4.41666], [-2.15296, -4.04285, 0.95963], [-2.15500, -5.92555, 1.03996], [-0.40528, 0.10825, -3.20480], [4.68866, -0.39792, 1.24950], [-3.39002, 2.78105, -0.92449], [-1.44213, -4.96782, 1.04749], [-0.42146, -2.17136, -3.13546], [-2.86828, -0.06001, -2.52747], [3.74155, -0.46688, 1.93323], [-1.41585, -1.99114, 4.52827], [-3.76913, 0.68238, 3.84063], [-0.94663, -1.08953, -5.76507], [-2.78401, -1.37864, 4.53126], [-3.51591, 8.67010, -1.59294], [5.25751, 1.13311, 1.01759], [4.55342, -2.34485, 0.05775], [-2.97958, -1.00373, 5.63785], [1.25141, -4.87206, -2.00669], [-3.26279, -0.48932, 2.45394], [5.35320, -0.97634, -0.96854], [-1.97280, 7.36088, -0.26147], [5.88386, 1.53784, 1.94813], [1.99860, 0.66153, -3.36646], [2.91847, 2.90019, 2.32634], [0.30415, -0.51776, -1.57483], [4.49579, -1.18040, -0.19842], [-0.97536, -1.97202, 0.02284], [-2.43293, 9.88337, 0.10547], [4.01857, -0.81060, -2.89744], [1.09279, -3.91459, -4.58965], [5.55404, -0.97846, 1.83196], [-0.28737, -3.59960, -1.06328], [2.56247, 0.15067, -0.56931], [-3.19428, 0.62310, -4.85508], [2.27974, -1.69770, -0.33219], [-1.14070, 3.11276, 0.13900], [-3.51676, 1.30225, 0.28867], [-4.34210, -1.27317, -3.96067], [2.97927, -0.90844, -0.84924], [4.64159, 3.28359, 0.57013], [-1.05872, 4.07561, -0.53285], [-1.21161, 7.04897, 1.07820], [0.87180, -3.89966, -1.98851], [3.96903, 2.00935, -0.64780], [-0.57296, -5.05796, 2.43326], [6.05886, 1.04493, 0.13738], [-1.40475, -2.94968, -2.07213], [-2.00054, 6.74309, 2.26518], [2.02949, 3.82743, -0.16866], [-2.34602, -2.40255, -1.63560], [-2.20070, -2.70013, 2.67479], [-4.47529, 2.91416, 0.65687], [0.27490, -0.74593, -2.72213], [-1.89003, -3.92752, -2.54826], [2.33249, 1.17990, 1.68360], [-0.68898, -1.48553, 2.58365], [4.13207, 2.20804, 0.50199], [-0.16260, -2.56475, -0.02494], [-2.37930, -3.02284, -4.97439], [-0.52591, 8.43614, 1.46544], [-1.15308, -2.44170, 3.12686], [-3.62617, -2.15429, 4.23080], [-2.36097, 3.09158, 0.96766], [3.05284, -2.39946, -2.58955], [0.61025, -3.44838, -3.43537], [-1.21357, -5.68242, -1.10495], [1.58192, 2.87911, 0.35713], [-1.07357, 2.19194, -0.60866], [0.87193, -3.26919, 2.32190], [-2.98697, 8.54711, -0.08479]],
  "forces_ev_per_a": [[0.33, -0.09, 0.32], [0.80, 1.48, -2.08], [-4.79, 3.09, 1.11], [0.84, 0.27, 0.18], [-1.71, 1.02, -0.88], [-0.31, 0.84, -1.21], [-1.04, 0.37, -2.13], [-0.35, -0.05, -0.98], [-0.47, -2.38, -0.82], [-2.05, 1.32, 0.56], [1.96, -0.26, -0.42], [-2.08, -1.17, 0.72], [0.05, -0.25, -0.73], [-0.52, 0.55, -0.15], [-1.89, 1.77, -0.31], [-1.20, -0.84, -0.29], [0.06, -0.59, -0.57], [0.44, 1.75, -1.38], [1.71, -5.16, -8.83], [0.73, 2.04, 1.21], [0.07, 1.21, 2.27], [1.39, -1.68, 0.45], [1.53, 2.09, -0.03], [1.49, -1.79, 1.07], [1.62, -0.21, -0.27], [-0.30, -0.58, 2.16], [-0.53, -1.01, -0.20], [-1.12, -0.02, 1.23], [-0.40, -1.45, -4.56], [1.68, 0.23, -1.52], [-2.08, -0.20, -2.01], [1.99, -1.79, -0.45], [-2.40, -0.98, 5.55], [-0.20, 1.14, 0.55], [0.60, -0.69, -0.05], [0.44, -0.14, -0.58], [-0.13, 2.42, -0.70], [0.55, -0.97, -2.32], [-0.53, 1.22, 0.39], [0.72, 0.84, 2.10], [-1.59, -0.03, 1.56], [0.48, -0.12, 0.54], [-1.68, -0.93, -1.80], [-0.59, -2.64, 0.14], [-0.52, -1.39, -1.87], [-0.28, -0.89, -2.09], [-1.12, -0.72, 0.84], [1.56, -1.41, -0.51], [-0.04, -2.02, 0.10], [-2.25, -0.79, 0.85], [-2.98, 2.90, 7.92], [-1.86, 1.20, -1.20], [-1.65, -0.13, 0.33], [0.99, -1.90, -0.73], [0.89, -4.26, 3.59], [1.16, 1.64, -0.97], [1.62, 0.63, 0.20], [0.35, 2.18, -0.05], [4.71, 2.48, 0.24], [0.37, -0.93, 0.15], [-1.23, -2.22, -0.17], [-0.56, -1.69, 1.29], [1.92, -1.71, 3.01], [-0.99, 0.93, -3.38], [-0.04, 0.33, 2.31], [0.88, -0.13, 0.12], [-1.61, 0.17, 1.90], [0.07, -2.47, -0.19], [0.43, 0.54, -1.92], [-1.12, -1.87, 0.90], [2.29, -0.59, -0.46], [2.09, 0.18, 0.53], [2.08, -0.87, -0.92], [0.21, 1.34, -0.09], [1.09, 2.33, 0.23], [1.06, 1.92, -0.51], [-1.21, -2.08, 0.84], [0.87, 0.10, 0.38], [0.21, -0.24, -0.66], [1.99, 4.83, 2.88], [-0.16, -0.02, -0.23], [0.82, 1.03, -0.22], [1.84, 1.29, 0.67], [0.04, -1.28, -2.45], [-0.38, 2.48, 0.13], [1.68, -1.22, -2.99], [1.44, 1.39, 1.49], [-0.36, -1.04, 0.95], [-0.19, 1.50, 1.72], [-2.10, -0.61, 1.41], [-3.47, 3.44, -0.21]],
  "lowdin_charge": [-0.169, 0.121, -0.271, -0.210, -0.337, -0.210, 0.124, -0.122, 0.099, 0.113, -0.312, 0.088, -0.161, -0.129, 0.130, -0.112, -0.174, 0.110, 0.917, 0.092, 0.128, 0.103, 0.120, 0.119, -0.219, 0.099, -0.197, -0.295, -0.003, 0.100, -0.226, 0.097, -0.342, -0.249, -0.213, -0.225, 0.111, 0.129, 0.138, 0.066, 0.103, -0.308, 0.112, 0.136, 0.124, 0.118, -0.200, 0.119, -0.315, 0.118, 0.010, 0.108, -0.418, 0.084, 0.012, 0.095, -0.221, 0.079, -0.001, -0.198, 0.122, 0.132, 0.514, 0.115, 0.107, -0.204, 0.108, -0.068, -0.300, 0.124, 0.144, 0.108, 0.106, -0.145, 0.148, 0.093, 0.129, -0.237, -0.076, -0.360, -0.200, -0.209, 0.123, -0.250, 0.108, -0.196, 0.131, -0.197, 0.112, 0.112, 0.517],
  "lumo_ev": 0.575,
  "charge": -1,
  "homo_lumo_gap_ev": 7.49,
  "molar_mass_g_mol": 725.8
}


3.
{
  "formula": "C10H20O5S2",
  "method": "ωB97M-V/def2-TZVPD",
  "species": ["C", "H", "C", "O", "H", "H", "H", "H", "O", "C", "O", "H", "H", "H", "H", "H", "C", "C", "H", "C", "C", "C", "O", "O", "H", "C", "H", "S", "H", "H", "H", "C", "H", "H", "H", "S", "H"],
  "coordinates": [[-4.38523, -2.81009, 2.12678], [4.14428, 1.24767, -0.23912], [1.63943, 0.62788, -1.78960], [0.51768, -1.76609, -2.21172], [-2.85454, -0.99683, 3.34567], [-0.15907, 1.08607, 1.05168], [-3.56028, -3.44279, 2.37529], [2.58985, 0.32348, -3.78016], [5.42178, 1.43544, -2.61401], [-3.73452, -1.46130, 1.46358], [1.71528, -1.59775, -0.14849], [3.66163, 3.05128, -0.38561], [-4.41028, -0.62769, 1.59161], [2.02305, 1.04757, 0.30858], [-5.00047, -2.57477, 2.93786], [-2.44515, 0.91200, 1.32680], [2.81459, 0.45419, -2.71989], [-2.43300, -1.08271, 2.30517], [1.62388, 3.17489, -1.35976], [-1.85265, 0.25543, 1.87873], [-0.49177, 0.09696, 1.12639], [-0.66448, -0.37414, -0.33934], [1.33948, 2.58149, -0.67878], [3.53468, 2.96888, -3.17464], [-1.19229, -1.39278, -0.21795], [3.52522, 2.00214, -0.75679], [-1.17432, 0.30910, -1.05678], [0.84673, -0.85508, -1.07461], [0.33121, -0.44381, 1.66969], [-1.56272, 0.84169, 2.81928], [0.87693, 1.13651, -2.26804], [2.13949, 1.49261, -0.66018], [3.33301, -0.49018, -2.43186], [-1.67319, -1.83729, 2.21971], [-3.47605, -1.79931, 0.47224], [4.00496, 1.74263, -2.51595], [-5.01315, -3.23530, 1.40422]],
  "forces_ev_per_a": [[1.71, 2.74, -1.56], [0.30, 0.75, 0.08], [1.88, -1.21, 0.85], [-0.07, 2.43, 1.13], [0.88, -0.31, -0.75], [0.88, 1.71, -0.01], [0.24, -0.65, 0.30], [-0.16, 0.24, 0.12], [-1.60, -0.69, -0.35], [0.93, -2.40, 2.66], [-0.61, 2.25, 0.04], [-0.01, -1.16, -0.51], [-0.28, 0.12, -0.72], [-0.16, -0.57, 0.48], [-0.61, 0.35, 1.59], [-1.43, 0.76, -1.00], [0.62, -3.30, -0.90], [-2.98, 0.71, -0.29], [0.18, 0.67, -0.73], [3.33, -0.65, 2.38], [-0.45, 0.27, -0.22], [-0.88, -1.32, 1.49], [-2.92, 2.42, 1.33], [-0.03, -1.47, -0.08], [0.68, 1.41, -0.97], [2.47, -1.74, -0.51], [0.12, -0.50, 0.78], [1.58, -5.44, -2.97], [-1.19, 0.00, -0.53], [-0.44, -0.68, -1.15], [-1.66, 0.97, -0.87], [-0.26, 0.81, 0.75], [-0.02, 0.52, -0.18], [0.21, -0.56, 0.27], [-0.10, 0.72, -0.63], [0.65, 3.74, 1.77], [-0.77, -0.96, -1.09]],
  "lowdin_charge": [-0.076, 0.125, -0.306, -0.347, 0.122, 0.068, 0.059, 0.128, -0.301, -0.191, -0.311, 0.151, 0.093, 0.135, 0.041, 0.087, -0.200, -0.216, 0.095, -0.204, -0.227, -0.235, 0.002, -0.330, 0.136, -0.134, 0.134, 0.725, 0.134, 0.134, 0.117, -0.490, 0.138, 0.100, 0.080, 0.725, 0.039],
  "lumo_ev": 0.481,
  "homo_lumo_gap_ev": 11.09,
  "molar_mass_g_mol": 284.4
}


4.
{
  "formula": "C9H20O2Si",
  "method": "ωB97M-V/def2-TZVPD",
  "species": ["H", "H", "H", "H", "C", "H", "H", "H", "C", "C", "C", "C", "C", "H", "H", "H", "C", "H", "C", "H", "H", "H", "H", "H", "H", "H", "C", "Si", "H", "O", "H", "O"],
  "coordinates": [[0.21702, 1.77062, 2.70617], [-2.41680, -0.57459, -0.53882], [-1.88705, 3.24176, -0.57036], [-0.62580, -1.13938, -1.35884], [0.32830, 2.38205, 1.80705], [1.70596, -3.97496, -0.10030], [-0.26404, 3.26719, 1.90511], [-2.17735, 0.96124, -1.41001], [1.06902, -3.07785, -0.00466], [1.48307, -2.29148, 1.26660], [1.19964, -2.26984, -1.31522], [0.70770, -0.16832, 0.07870], [-1.06035, 3.21729, -1.28392], [-3.59655, 0.71041, -0.39565], [2.55798, -2.10377, 1.28105], [1.27825, -2.89146, 2.17717], [-2.55634, 0.50475, -0.49291], [0.65859, -0.32973, -2.16316], [0.43307, -0.94332, -1.25400], [-0.55202, 4.18422, -1.31761], [-0.44332, -1.26017, 1.53665], [1.38090, 2.65077, 1.73210], [0.93822, -0.38734, 2.24861], [0.06610, -3.48629, 0.10881], [-1.40337, 3.01786, -2.27098], [1.70056, 0.31013, 0.01636], [0.60754, -1.00215, 1.35000], [-0.32528, 1.38664, 0.39296], [2.23746, -2.08021, -1.62780], [-1.92103, 1.01165, 0.63589], [0.78279, -2.86460, -2.13846], [-0.12286, 2.22890, -1.00053]],
  "forces_ev_per_a": [[-0.07, 0.25, 0.17], [-0.11, -0.11, -0.17], [-0.09, 0.13, -0.09], [-0.33, -0.26, 0.19], [-0.05, -0.94, 0.31], [-0.12, 0.25, 0.08], [-0.35, 0.69, 0.25], [-0.12, -0.17, -0.13], [1.28, -0.30, -0.01], [-1.44, -0.20, 0.12], [-0.42, 0.02, -0.10], [-0.34, 1.11, -0.41], [0.42, 0.99, -0.11], [-0.94, 0.14, -0.11], [-0.05, 0.37, -0.21], [0.11, 0.09, -0.51], [-0.10, -0.62, -0.48], [0.07, -0.23, 0.90], [0.43, 0.56, 0.06], [-0.20, 0.15, 0.18], [0.15, -0.22, -0.02], [-0.02, -0.03, -0.26], [-0.37, -0.66, -1.01], [-0.29, 0.29, -0.01], [-0.79, 0.05, -0.87], [0.13, -0.45, -0.01], [1.33, -0.18, 0.81], [1.20, -0.98, -0.31], [-0.05, -0.08, 0.55], [0.94, 0.85, 0.82], [0.03, -0.01, 0.12], [0.17, -0.49, 0.25]],
  "lowdin_charge": [0.034, 0.081, 0.087, 0.077, -0.110, 0.104, 0.028, 0.079, -0.203, -0.188, -0.205, -0.309, -0.160, 0.083, 0.106, 0.106, -0.155, 0.123, -0.192, 0.091, 0.112, 0.048, 0.115, 0.106, 0.076, 0.119, -0.222, 0.366, 0.111, -0.199, 0.104, -0.215],
  "lumo_ev": 0.931,
  "de_lowest_kcal_mol": 3.5,
  "homo_lumo_gap_ev": 10.08,
  "molar_mass_g_mol": 188.3
}